(1)
{
  "formula": "C25H47Cl2FO24",
  "method": "ωB97M-V/def2-TZVPD",
  "symbols": ["C", "O", "C", "O", "O", "C", "H", "H", "H", "H", "H", "H", "C", "O", "C", "O", "O", "C", "H", "H", "H", "H", "H", "H", "C", "O", "C", "O", "O", "C", "H", "H", "H", "H", "H", "H", "C", "O", "C", "O", "O", "C", "H", "H", "H", "H", "H", "H", "C", "O", "C", "O", "O", "C", "H", "H", "H", "H", "H", "H", "C", "O", "C", "O", "O", "C", "H", "H", "H", "H", "H", "H", "C", "O", "C", "O", "O", "C", "H", "H", "H", "H", "H", "H", "C", "C", "O", "C", "O", "O", "F", "H", "H", "H", "C", "Cl", "Cl", "H", "H"],
  "coordinates": [[-0.102, 0.142, 1.258], [0.206, -1.085, 0.517], [0.239, -1.171, -0.846], [0.234, -2.230, -1.409], [-0.047, 0.018, -1.364], [-0.493, 0.115, -2.700], [0.304, 0.145, 2.270], [-1.169, 0.347, 1.342], [0.192, 1.054, 0.739], [-0.417, -0.831, -3.236], [0.007, 0.781, -3.402], [-1.555, 0.358, -2.660], [1.339, -4.160, -3.567], [1.922, -5.398, -3.705], [2.381, -5.840, -4.911], [2.288, -5.424, -6.066], [3.000, -6.983, -4.567], [3.460, -7.878, -5.589], [0.352, -4.295, -3.125], [0.974, -3.780, -4.521], [1.884, -3.324, -3.128], [3.533, -8.816, -5.040], [4.397, -7.452, -5.950], [2.691, -8.046, -6.343], [-1.494, 2.178, -6.608], [-0.446, 1.407, -7.127], [-0.165, 0.241, -6.561], [-0.848, -0.352, -5.738], [0.786, -0.368, -7.290], [1.229, -1.726, -6.959], [-1.873, 1.713, -5.699], [-2.297, 2.384, -7.317], [-1.110, 3.160, -6.332], [0.264, -2.227, -6.883], [1.692, -1.839, -5.979], [1.653, -2.300, -7.783], [-2.132, 0.323, 5.193], [-2.036, 1.726, 5.396], [-1.018, 2.431, 4.852], [-0.003, 1.996, 4.316], [-1.507, 3.777, 4.832], [-0.804, 4.813, 4.276], [-1.253, -0.234, 4.867], [-2.910, 0.063, 4.476], [-2.360, -0.055, 6.190], [-0.095, 4.539, 3.496], [-0.171, 5.408, 4.934], [-1.568, 5.475, 3.870], [-3.599, -0.364, -0.062], [-4.303, 0.230, 0.945], [-3.897, 1.231, 1.714], [-2.817, 1.785, 1.628], [-4.825, 1.549, 2.596], [-4.793, 2.740, 3.404], [-4.337, -0.998, -0.554], [-2.692, -0.919, 0.179], [-3.359, 0.373, -0.829], [-5.320, 2.604, 4.348], [-5.421, 3.409, 2.815], [-3.761, 3.020, 3.613], [1.025, 3.814, -4.001], [0.397, 3.778, -2.713], [-0.906, 3.932, -2.618], [-1.674, 4.016, -3.601], [-1.214, 4.042, -1.315], [-2.538, 4.237, -0.892], [0.726, 4.741, -4.490], [0.727, 3.004, -4.668], [2.112, 3.815, -3.918], [-2.534, 5.121, -0.254], [-2.793, 3.419, -0.217], [-3.255, 4.281, -1.711], [0.765, -3.747, 3.884], [1.299, -2.984, 4.924], [1.315, -1.735, 5.042], [1.186, -0.869, 4.201], [1.831, -1.449, 6.228], [2.490, -0.155, 6.349], [0.216, -3.098, 3.201], [0.162, -4.529, 4.347], [1.588, -4.279, 3.406], [3.215, 0.018, 5.554], [2.956, -0.185, 7.334], [1.736, 0.632, 6.325], [3.144, 2.880, 4.419], [3.008, 1.978, 3.214], [4.409, 1.648, 3.103], [5.151, 2.646, 3.488], [6.385, 2.716, 3.334], [4.348, 3.532, 4.142], [2.531, 2.622, 2.179], [3.204, 2.395, 5.394], [2.425, 3.697, 4.476], [2.392, 1.092, 3.371], [-0.790, -4.807, 0.333], [0.399, -6.069, 0.653], [-2.191, -4.967, 1.423], [-0.289, -3.876, 0.597], [-0.983, -4.749, -0.739]],
  "lowdin_charge": [-0.010, -0.012, -0.565, 0.116, -0.004, -0.033, 0.060, 0.052, 0.097, 0.081, 0.084, 0.098, -0.088, 0.005, -0.527, 0.102, -0.031, -0.028, 0.088, 0.078, 0.096, 0.094, 0.101, 0.095, -0.049, 0.014, -0.576, 0.088, -0.010, -0.008, 0.091, 0.100, 0.082, 0.084, 0.089, 0.099, -0.023, -0.010, -0.441, 0.117, -0.041, -0.105, 0.079, 0.094, 0.100, 0.091, 0.091, 0.098, -0.058, 0.019, -0.589, 0.095, 0.000, 0.003, 0.107, 0.096, 0.096, 0.098, 0.101, 0.079, -0.021, 0.006, -0.565, 0.069, 0.005, -0.040, 0.100, 0.076, 0.099, 0.098, 0.071, 0.098, -0.014, 0.052, -0.664, 0.088, 0.010, -0.011, 0.095, 0.102, 0.101, 0.090, 0.100, 0.084, -0.088, -0.312, 0.147, -0.532, 0.115, 0.069, 0.126, 0.129, 0.136, 0.139, -1.032, 0.512, 0.492, -0.010, 0.031],
  "smiles": "O=C1OC[C@@H](F)O1.COC(=O)OC.COC(=O)OC.COC(=O)OC.COC(=O)OC.COC(=O)OC.COC(=O)OC.COC(=O)OC.ClCCl",
  "e_lumo_ev": 0.3,
  "homo_energy_ha": -0.3952,
  "gap_ha": 0.40749,
  "e_tot_ev": -103586.0628,
  "relative_energy_kcal_mol": 18.2
}

---

(2)
{
  "formula": "C25H47Cl2NNdO2P2S2",
  "method": "ωB97M-V/def2-TZVPD",
  "symbols": ["Nd", "Cl", "P", "C", "C", "C", "C", "H", "C", "H", "H", "H", "H", "H", "H", "H", "C", "C", "H", "H", "H", "H", "H", "H", "C", "H", "C", "H", "H", "H", "H", "H", "H", "Cl", "H", "P", "C", "C", "C", "C", "H", "C", "H", "H", "H", "H", "H", "H", "H", "C", "C", "H", "H", "H", "H", "H", "H", "C", "H", "C", "H", "H", "H", "H", "H", "H", "O", "S", "O", "N", "C", "S", "C", "C", "C", "C", "C", "C", "H", "H", "H", "H"],
  "coordinates": [[-1.941, 0.284, -0.270], [-1.366, 2.353, -1.803], [-1.684, 0.914, 2.690], [-2.694, 2.500, 2.884], [-2.854, -0.231, 3.704], [-0.320, 1.253, 3.903], [-3.438, 2.801, 1.566], [-1.890, 3.249, 3.026], [-3.620, 2.644, 4.105], [-4.427, 1.912, 4.131], [-4.126, 3.615, 4.087], [-3.089, 2.615, 5.057], [-2.758, 3.066, 0.738], [-4.125, 3.649, 1.693], [-4.088, 1.960, 1.273], [0.126, 2.152, 3.446], [0.754, 0.141, 3.917], [-0.698, 1.602, 5.356], [-1.134, 2.597, 5.483], [0.212, 1.639, 5.960], [-1.329, 0.860, 5.847], [0.960, -0.239, 2.908], [0.492, -0.672, 4.608], [1.669, 0.607, 4.322], [-4.195, -0.441, 2.991], [-3.045, 0.267, 4.670], [-2.173, -1.564, 3.992], [-4.767, 0.476, 2.794], [-4.863, -1.079, 3.612], [-4.039, -0.980, 2.043], [-1.707, -1.940, 3.068], [-2.933, -2.288, 4.331], [-1.440, -1.500, 4.794], [-1.029, -2.095, 0.185], [-0.427, 1.086, 1.112], [2.193, -0.406, -3.009], [3.794, 0.451, -2.687], [2.630, -2.121, -3.296], [1.414, 0.304, -4.538], [3.978, 0.563, -1.157], [3.574, 1.472, -3.078], [5.073, -0.080, -3.327], [5.238, -1.145, -3.129], [5.925, 0.463, -2.914], [5.084, 0.065, -4.407], [2.999, 0.695, -0.677], [4.598, 1.462, -1.000], [4.461, -0.335, -0.743], [1.509, 1.403, -4.392], [-0.064, 0.001, -4.510], [2.011, -0.037, -5.904], [3.014, 0.364, -6.056], [1.393, 0.381, -6.705], [2.033, -1.132, -6.060], [-0.333, -1.060, -4.543], [-0.538, 0.475, -5.388], [-0.469, 0.487, -3.609], [3.188, -2.772, -2.030], [3.439, -2.064, -4.043], [1.457, -2.938, -3.817], [4.171, -2.419, -1.708], [3.331, -3.827, -2.231], [2.523, -2.697, -1.166], [0.527, -2.760, -3.250], [1.755, -3.992, -3.719], [1.247, -2.798, -4.891], [-1.454, -3.230, -4.370], [-2.913, -3.171, -4.316], [-3.618, -3.395, -5.556], [-3.399, -1.778, -3.554], [-3.903, -1.915, -2.339], [-4.309, -0.592, -1.344], [-4.119, -3.349, -2.010], [-4.598, -3.942, -0.834], [-4.375, -5.310, -0.602], [-3.771, -6.104, -1.607], [-3.369, -5.519, -2.839], [-3.521, -4.150, -2.991], [-5.103, -3.311, -0.094], [-4.670, -5.763, 0.338], [-3.656, -7.180, -1.466], [-2.959, -6.118, -3.656]],
  "lowdin_charge": [0.636, -0.318, 0.868, -0.522, -0.571, -0.547, -0.155, 0.104, -0.124, 0.057, 0.075, 0.049, 0.032, 0.077, 0.051, 0.095, -0.126, -0.119, 0.060, 0.071, 0.069, 0.064, 0.061, 0.075, -0.133, 0.074, -0.134, 0.051, 0.084, 0.052, 0.041, 0.075, 0.050, -0.266, -0.158, 1.052, -0.567, -0.604, -0.567, -0.146, 0.104, -0.132, 0.058, 0.068, 0.063, 0.057, 0.071, 0.065, 0.107, -0.156, -0.121, 0.058, 0.068, 0.066, 0.043, 0.087, -0.001, -0.124, 0.096, -0.133, 0.052, 0.065, 0.080, 0.063, 0.076, 0.069, -0.313, 0.660, -0.300, -0.091, -0.817, 0.474, -0.221, -0.024, -0.064, -0.063, -0.036, -0.239, 0.107, 0.097, 0.097, 0.119],
  "e_lumo_ev": [2.1, 2.1],
  "homo_energy_ha": [-0.1476, -0.1452],
  "gap_ha": [0.22500, 0.22282],
  "e_tot_ev": -112845.9543,
  "multiplicity": 4,
  "relative_energy_kcal_mol": 0.0,
  "charge": -1
}

---

(3)
{
  "formula": "C25H47ClINNiO3Si2",
  "method": "ωB97M-V/def2-TZVPD",
  "symbols": ["O", "O", "C", "C", "H", "H", "H", "H", "H", "C", "C", "H", "H", "H", "H", "H", "C", "C", "C", "H", "H", "H", "H", "H", "C", "H", "H", "H", "H", "H", "H", "Ni", "C", "Si", "H", "H", "C", "C", "C", "C", "Si", "H", "H", "C", "C", "C", "H", "H", "H", "H", "H", "H", "H", "H", "H", "H", "H", "H", "H", "H", "H", "H", "H", "H", "Cl", "C", "C", "C", "I", "C", "O", "C", "N", "C", "C", "C", "C", "H", "H", "H", "H"],
  "coordinates": [[2.407, -2.032, 0.233], [1.738, -4.203, -1.523], [3.440, -1.294, -0.460], [3.913, -0.067, 0.287], [3.006, -1.023, -1.446], [4.273, -1.986, -0.653], [3.135, 0.704, 0.358], [4.742, 0.334, -0.307], [4.288, -0.316, 1.297], [2.820, -2.815, 1.469], [3.826, -3.809, 0.973], [1.914, -3.319, 1.862], [3.231, -2.082, 2.174], [3.433, -4.320, 0.083], [4.006, -4.536, 1.766], [4.763, -3.284, 0.758], [0.398, -4.242, -1.061], [1.864, -3.494, -2.749], [0.297, -5.207, 0.082], [-0.227, -4.588, -1.892], [0.046, -3.236, -0.781], [0.493, -6.216, -0.281], [-0.707, -5.187, 0.499], [1.020, -4.969, 0.859], [3.239, -3.773, -3.303], [1.701, -2.407, -2.585], [1.095, -3.882, -3.441], [4.016, -3.464, -2.603], [3.372, -3.234, -4.237], [3.335, -4.839, -3.522], [-0.040, 2.290, 0.957], [1.341, -1.153, 1.321], [0.270, 2.110, -0.498], [-0.416, 1.218, -2.004], [0.580, 3.149, -0.717], [1.277, 1.691, -0.252], [0.756, 0.750, -3.450], [-1.565, 2.590, -2.596], [-1.478, -0.361, -1.746], [0.494, 1.892, 2.021], [-0.206, 0.421, 2.871], [0.444, 2.732, 2.716], [1.568, 1.783, 1.904], [0.954, -0.276, 4.236], [-0.740, -1.087, 1.739], [-1.757, 0.962, 3.815], [-0.873, -1.270, -1.561], [-2.100, -0.535, -2.645], [-2.167, -0.196, -0.898], [1.609, 1.440, -3.507], [0.233, 0.817, -4.417], [1.168, -0.270, -3.396], [-1.281, 3.497, -2.046], [-2.613, 2.361, -2.376], [-1.461, 2.767, -3.672], [-0.330, -1.687, 0.866], [-1.622, -0.596, 1.300], [-1.067, -1.792, 2.516], [-2.007, 0.264, 4.633], [-2.632, 1.021, 3.152], [-1.635, 1.949, 4.285], [0.339, -0.722, 5.050], [1.555, 0.561, 4.651], [1.642, -1.053, 3.823], [-6.210, 5.669, -0.968], [-5.243, 4.342, -0.515], [-5.678, 3.056, -0.830], [-4.940, 1.937, -0.469], [-5.518, 0.034, -1.051], [-3.719, 2.041, 0.328], [-3.137, 1.027, 0.769], [-3.217, 3.435, 0.523], [-1.965, 3.554, 0.965], [-1.408, 4.753, 1.075], [-2.115, 5.932, 0.772], [-3.409, 5.832, 0.317], [-3.998, 4.573, 0.124], [-6.612, 2.942, -1.371], [-0.366, 4.787, 1.413], [-1.617, 6.884, 0.909], [-3.965, 6.718, 0.081]],
  "lowdin_charge": [-0.284, -0.186, -0.251, -0.076, 0.119, 0.099, 0.048, 0.082, 0.083, -0.229, -0.074, 0.113, 0.102, 0.079, 0.085, 0.075, -0.284, -0.279, -0.058, 0.117, 0.092, 0.081, 0.081, 0.058, -0.066, 0.098, 0.121, 0.066, 0.075, 0.081, 0.006, 0.014, -0.167, 0.505, 0.035, -0.007, -0.178, -0.184, -0.180, -0.212, 0.466, 0.031, 0.021, -0.184, -0.179, -0.178, 0.007, 0.033, -0.018, 0.023, 0.030, 0.002, 0.015, 0.019, 0.027, 0.024, 0.011, 0.044, 0.029, 0.009, 0.031, 0.031, 0.030, 0.009, 0.769, -0.602, -0.167, -0.622, 0.989, -0.385, -0.015, -0.123, 0.135, -0.102, -0.030, -0.024, -0.170, 0.098, 0.115, 0.108, 0.089],
  "e_lumo_ev": [-0.3, -2.4],
  "homo_energy_ha": [-0.1940, -0.1944],
  "gap_ha": [0.18139, 0.10521],
  "e_tot_ev": -111734.4914,
  "multiplicity": 3,
  "relative_energy_kcal_mol": 156.6
}

---

(4)
{
  "formula": "C25H47F3N7O11S",
  "method": "ωB97M-V/def2-TZVPD",
  "symbols": ["C", "F", "F", "F", "S", "O", "O", "O", "C", "O", "N", "C", "C", "H", "H", "H", "H", "H", "H", "H", "C", "O", "N", "C", "C", "H", "H", "H", "H", "H", "H", "H", "C", "O", "N", "C", "C", "H", "H", "H", "H", "H", "H", "H", "C", "O", "N", "C", "C", "H", "H", "H", "H", "H", "H", "H", "C", "O", "N", "C", "C", "H", "H", "H", "H", "H", "H", "H", "C", "O", "N", "C", "C", "H", "H", "H", "H", "H", "H", "H", "C", "C", "C", "C", "C", "C", "N", "O", "O", "H", "H", "H", "H", "H"],
  "coordinates": [[-29.861, -2.664, 9.723], [-30.381, -1.908, 10.722], [-28.535, -2.368, 9.527], [-29.998, -3.990, 10.042], [-30.753, -2.281, 8.053], [-30.537, -0.843, 7.814], [-29.981, -3.172, 7.196], [-32.121, -2.754, 8.009], [-29.787, 3.548, 11.017], [-29.942, 3.965, 12.161], [-30.804, 2.961, 10.319], [-32.144, 2.917, 10.877], [-30.593, 2.132, 9.155], [-28.886, 3.559, 10.383], [-32.697, 2.348, 10.130], [-32.472, 3.948, 11.012], [-32.105, 2.341, 11.802], [-31.293, 2.404, 8.365], [-29.542, 2.143, 8.868], [-30.822, 1.078, 9.315], [-25.870, -5.062, 12.244], [-24.809, -5.629, 12.658], [-26.008, -3.709, 12.065], [-27.371, -3.224, 11.927], [-24.936, -2.856, 12.231], [-26.834, -5.549, 12.034], [-27.825, -3.064, 12.905], [-28.072, -3.891, 11.426], [-27.205, -2.353, 11.293], [-23.991, -3.328, 11.962], [-24.929, -1.809, 11.928], [-24.642, -2.779, 13.277], [-35.568, -1.788, 6.937], [-34.723, -2.519, 6.424], [-35.281, -0.553, 7.385], [-36.180, 0.396, 7.959], [-33.915, -0.016, 7.278], [-36.628, -2.087, 6.951], [-37.174, 0.071, 8.265], [-36.287, 1.290, 7.344], [-35.676, 0.941, 8.757], [-33.451, -0.145, 8.256], [-33.324, -0.571, 6.550], [-33.833, 1.019, 6.944], [-27.282, 0.867, 8.065], [-27.192, 2.035, 8.505], [-26.732, 0.358, 6.955], [-26.602, -1.153, 6.785], [-25.918, 1.062, 5.899], [-27.920, 0.198, 8.663], [-25.559, -1.469, 6.822], [-27.019, -1.381, 5.804], [-27.087, -1.609, 7.648], [-26.008, 2.136, 6.059], [-24.882, 0.776, 6.079], [-26.258, 0.840, 4.887], [-27.742, -4.694, 5.207], [-26.680, -4.083, 5.373], [-28.034, -5.518, 4.170], [-29.337, -5.949, 3.770], [-27.011, -5.960, 3.236], [-28.678, -4.509, 5.758], [-29.401, -6.194, 2.709], [-30.142, -5.236, 3.947], [-29.439, -6.916, 4.262], [-26.027, -5.503, 3.340], [-26.834, -7.000, 3.512], [-27.238, -5.790, 2.184], [-34.719, -4.328, 9.715], [-35.452, -3.819, 10.541], [-34.934, -5.552, 9.119], [-34.339, -6.038, 7.783], [-35.900, -6.426, 9.795], [-34.109, -3.646, 9.103], [-33.512, -5.421, 7.431], [-35.133, -5.827, 7.068], [-34.196, -7.119, 7.805], [-36.334, -6.110, 10.743], [-36.764, -6.479, 9.132], [-35.622, -7.474, 9.905], [-31.400, -4.535, 12.786], [-30.737, -5.664, 13.280], [-31.497, -6.705, 13.819], [-32.940, -6.632, 13.825], [-33.525, -5.441, 13.402], [-32.753, -4.431, 12.889], [-33.660, -7.759, 14.393], [-34.917, -7.719, 14.331], [-32.982, -8.617, 14.941], [-30.863, -3.654, 12.468], [-29.666, -5.548, 13.361], [-31.037, -7.615, 14.176], [-34.604, -5.421, 13.456], [-33.200, -3.580, 12.398]],
  "lowdin_charge": [-0.556, 0.096, 0.049, 0.090, 0.479, -0.355, -0.361, -0.329, -0.323, -0.020, -0.206, -0.043, -0.064, 0.129, 0.073, 0.089, 0.095, 0.086, 0.059, 0.069, -0.266, -0.053, -0.206, -0.042, -0.103, 0.134, 0.101, 0.071, 0.084, 0.087, 0.096, 0.087, -0.328, -0.014, -0.174, -0.091, -0.042, 0.133, 0.090, 0.074, 0.079, 0.091, 0.084, 0.084, -0.334, -0.061, -0.150, -0.019, -0.035, 0.126, 0.080, 0.081, 0.071, 0.074, 0.079, 0.080, -0.294, -0.013, -0.203, -0.070, -0.068, 0.118, 0.077, 0.100, 0.092, 0.078, 0.089, 0.082, -0.336, -0.019, -0.153, -0.008, -0.074, 0.109, 0.080, 0.067, 0.071, 0.084, 0.070, 0.078, -0.158, -0.112, -0.029, -0.160, -0.049, -0.132, -0.484, -0.145, -0.122, 0.065, 0.073, 0.081, 0.096, 0.093],
  "e_lumo_ev": [3.6, 3.6],
  "homo_energy_ha": [0.0175, -0.1177],
  "gap_ha": [0.11441, 0.24966],
  "e_tot_ev": -78624.4651,
  "multiplicity": 2,
  "charge": -2
}